{
  "formula": "C33H32BF9IrN3S",
  "method": "wB97M-V/def2-TZVPD",
  "elements": ["Ir", "F", "C", "C", "F", "C", "F", "C", "S", "C", "F", "C", "F", "C", "C", "C", "C", "C", "C", "C", "N", "C", "N", "C", "C", "C", "C", "C", "C", "C", "N", "C", "C", "C", "C", "C", "C", "C", "H", "H", "H", "H", "H", "H", "H", "H", "H", "H", "H", "H", "H", "H", "H", "H", "H", "H", "H", "H", "H", "H", "C", "C", "C", "C", "C", "H", "H", "H", "H", "H", "H", "H", "H", "H", "H", "F", "B", "F", "F", "F"],
  "xyz": [[0.7955, -0.6511, 0.8846], [-0.7302, 1.7430, 7.6245], [-0.8147, 1.1500, 6.4145], [-0.0787, 1.6172, 5.3430], [0.7278, 2.6834, 5.5145], [-0.1731, 1.0089, 4.1046], [0.5712, 1.5509, 3.1245], [-0.9857, -0.1050, 3.8546], [-1.1368, -0.9238, 2.3296], [-1.7143, -0.5434, 4.9720], [-2.5312, -1.6050, 4.8672], [-1.6418, 0.0574, 6.2140], [-2.3660, -0.4216, 7.2459], [-0.2320, -0.8603, -3.9543], [-1.5404, -0.1174, -3.9471], [-2.6306, -0.6685, -4.6087], [-3.8509, -0.0118, -4.6682], [-3.9989, 1.2211, -4.0532], [-2.9365, 1.7789, -3.3632], [-1.7181, 1.1132, -3.2929], [-0.6298, 1.7319, -2.6057], [0.0880, 0.9317, -1.6467], [1.3722, 0.8286, -2.0446], [2.3466, -0.1322, -1.7016], [2.2532, -0.8789, -0.5231], [3.2209, -1.9053, -0.4179], [4.2280, -2.1054, -1.3380], [4.3165, -1.2818, -2.4565], [3.3710, -0.2960, -2.6599], [3.4352, 0.5558, -3.9035], [-0.4288, 0.3717, -0.5945], [-1.8074, 0.6335, -0.3093], [-2.7572, -0.2921, -0.7151], [-4.0984, -0.0679, -0.4503], [-4.4819, 1.0594, 0.2606], [-3.5193, 1.9554, 0.7025], [-2.1692, 1.7661, 0.4228], [-1.1424, 2.7401, 0.9386], [-0.3158, -1.7190, -4.6140], [0.0211, -1.2528, -2.9670], [0.5825, -0.2115, -4.2890], [-2.5233, -1.6488, -5.0578], [-4.6853, -0.4780, -5.1759], [-4.9510, 1.7387, -4.0776], [-3.0611, 2.7165, -2.8314], [-0.8849, 2.6273, -2.2136], [1.4919, 1.2698, -2.9383], [3.1677, -2.5543, 0.4439], [4.9506, -2.9013, -1.1921], [5.1056, -1.4223, -3.1884], [4.3081, 0.2857, -4.4976], [3.5149, 1.6227, -3.6689], [2.5540, 0.4217, -4.5386], [-2.4615, -1.1805, -1.2633], [-4.8253, -0.7858, -0.8069], [-5.5270, 1.2333, 0.4886], [-3.8134, 2.8195, 1.2902], [-1.4754, 3.1831, 1.8780], [-0.9795, 3.5699, 0.2394], [-0.1866, 2.2463, 1.1195], [4.0153, -1.7133, 3.3299], [3.1128, -0.5267, 2.9539], [3.8734, 0.4513, 2.0577], [2.7305, 0.2166, 4.2447], [1.8075, -1.0657, 2.3707], [4.8996, -1.3619, 3.8725], [4.3556, -2.2492, 2.4455], [3.4802, -2.4179, 3.9720], [4.7394, 0.8558, 2.5969], [3.2181, 1.2760, 1.7701], [4.2248, -0.0182, 1.1457], [3.6307, 0.5684, 4.7596], [2.1752, -0.4326, 4.9263], [2.1043, 1.0851, 4.0155], [1.3323, -1.6413, 3.1860], [-2.2179, -2.9002, -2.1880], [-3.2639, -3.2512, -3.0608], [-4.3404, -2.3544, -2.9100], [-2.7889, -3.1708, -4.4018], [-3.7064, -4.5605, -2.7892]],
  "atomic_forces_ev_per_a": [[0.22, -0.11, -0.10], [-0.01, -0.02, -0.03], [0.00, -0.04, -0.02], [-0.09, 0.05, 0.01], [-0.04, -0.04, -0.01], [-0.23, 0.10, 0.01], [-0.73, 0.32, -0.02], [0.09, -0.04, -0.16], [-0.05, 0.04, 0.09], [-0.07, 0.03, 0.12], [0.06, 0.06, -0.02], [0.04, -0.01, -0.04], [0.04, 0.04, -0.04], [-0.14, 0.02, 0.10], [-0.15, 0.23, 0.10], [0.11, 0.69, -0.45], [0.03, 0.18, 0.00], [-0.10, -0.06, -0.08], [0.15, -0.02, 0.04], [0.06, -0.04, -0.18], [-0.04, -0.06, 0.21], [-0.30, -0.18, 0.17], [0.19, -0.02, 0.35], [0.07, 0.01, -0.13], [-0.05, -0.06, 0.07], [0.04, 0.08, 0.04], [0.03, -0.03, 0.00], [0.01, 0.01, -0.04], [-0.02, -0.01, 0.00], [0.02, 0.03, 0.04], [0.55, 0.36, -0.36], [-0.13, 0.02, -0.09], [-0.11, 0.03, -0.11], [0.03, -0.03, 0.05], [-0.01, 0.00, 0.02], [0.00, 0.00, -0.07], [0.02, 0.03, -0.02], [0.05, -0.01, -0.13], [0.04, -0.03, -0.10], [0.03, 0.00, 0.00], [-0.08, -0.16, -0.04], [0.04, 0.84, -0.09], [-0.01, -0.02, 0.03], [0.00, 0.00, 0.00], [0.01, 0.00, 0.04], [-0.21, -0.03, 0.11], [-0.01, 0.05, 0.03], [0.00, -0.03, 0.08], [0.00, -0.01, 0.00], [0.00, 0.00, 0.00], [0.01, 0.00, 0.00], [-0.01, 0.00, 0.00], [0.06, 0.02, -0.01], [0.05, 0.15, 0.12], [0.00, -0.01, -0.01], [-0.02, 0.01, 0.00], [0.00, 0.01, 0.01], [-0.03, -0.01, 0.03], [0.03, -0.04, -0.05], [-0.09, 0.03, -0.09], [-0.06, 0.07, 0.01], [0.00, -0.02, -0.02], [-0.09, 0.04, 0.10], [0.17, 0.21, 0.10], [0.01, 0.02, 0.17], [-0.01, 0.02, 0.01], [0.00, -0.04, -0.11], [-0.01, 0.00, 0.00], [-0.03, 0.00, -0.01], [0.01, -0.01, 0.00], [0.03, -0.11, -0.15], [0.06, -0.04, 0.03], [0.03, -0.05, 0.02], [0.84, -0.45, 0.23], [0.01, -0.04, -0.04], [-0.04, -0.19, -0.24], [-0.18, -0.23, 0.22], [0.01, -0.11, 0.06], [-0.17, -1.54, 0.32], [0.12, 0.13, -0.13]],
  "homo_energy_ev": -1.64,
  "spin_multiplicity": 1,
  "de_lowest_kcal_mol": 22.4,
  "largest_force_ev_per_a": 1.59,
  "lumo_energy_ev": 4.3,
  "total_energy_ha": -2867.4219,
  "charge": -2
}